Entry 1:
9 unconnected molecules or ions with the total composition C27H54O27 in a non-equilibrium geometry, computed with the ωB97M-V functional and the def2-TZVPD basis.

```
108
Properties=species:S:1:pos:R:3:mulliken_charge:R:1
C 5.421 -18.962 22.388 -0.491
O 6.533 -18.221 22.974 -0.366
C 7.728 -18.652 22.669 0.960
O 7.982 -19.561 21.924 -0.591
O 8.600 -17.929 23.338 -0.376
C 9.938 -18.046 22.974 -0.435
H 5.648 -20.026 22.427 0.413
H 5.220 -18.500 21.433 0.208
H 4.656 -18.811 23.148 0.079
H 10.188 -19.111 22.875 0.311
H 10.604 -17.599 23.696 0.278
H 10.140 -17.681 21.965 0.026
C 9.140 -17.454 19.021 -0.877
O 7.770 -17.479 19.430 -0.016
C 7.210 -16.319 19.670 0.526
O 7.698 -15.250 19.461 -0.592
O 6.017 -16.522 20.184 0.177
C 5.260 -15.377 20.460 -0.695
H 9.219 -16.833 18.132 0.347
H 9.297 -18.486 18.707 0.237
H 9.843 -17.221 19.811 0.250
H 5.011 -14.786 19.580 0.449
H 5.718 -14.707 21.191 0.325
H 4.314 -15.645 20.926 -0.030
C -4.554 -18.516 22.712 -0.243
O -5.349 -19.611 23.120 -0.426
C -4.806 -20.668 23.713 0.771
O -3.667 -20.804 24.003 -0.504
O -5.729 -21.558 24.055 -0.329
C -6.955 -21.642 23.359 -0.682
H -5.191 -17.930 22.048 0.353
H -3.676 -18.825 22.152 -0.011
H -4.315 -17.828 23.520 0.244
H -7.251 -22.683 23.391 0.278
H -6.906 -21.331 22.314 0.308
H -7.666 -20.977 23.847 0.268
C 3.472 -14.818 24.410 -0.175
O 3.167 -13.548 23.817 -0.246
C 2.832 -12.565 24.607 0.787
O 2.830 -12.560 25.788 -0.556
O 2.489 -11.525 23.861 -0.353
C 1.931 -10.419 24.579 -0.567
H 4.471 -14.754 24.849 0.361
H 3.463 -15.581 23.644 -0.287
H 2.764 -15.083 25.192 0.296
H 2.685 -10.027 25.252 0.281
H 1.010 -10.709 25.086 0.208
H 1.617 -9.712 23.815 0.238
C 0.309 -21.922 28.711 -0.707
O -0.454 -20.744 28.650 -0.346
C -1.630 -20.794 28.093 0.849
O -2.181 -21.773 27.749 -0.539
O -2.087 -19.571 28.032 -0.306
C -3.394 -19.473 27.441 -0.540
H 0.207 -22.308 29.722 0.265
H 1.340 -21.660 28.503 0.238
H -0.029 -22.662 27.990 0.346
H -4.198 -19.987 27.967 0.387
H -3.225 -19.930 26.463 0.199
H -3.758 -18.455 27.312 0.182
C 2.139 -17.705 22.269 -0.066
O 0.896 -18.312 22.633 -0.507
C 0.368 -17.829 23.771 0.699
O 0.905 -16.980 24.462 -0.602
O -0.864 -18.292 23.891 -0.317
C -1.600 -17.828 25.021 0.299
H 2.569 -18.416 21.566 0.323
H 2.841 -17.693 23.101 0.048
H 1.946 -16.732 21.825 0.206
H -2.655 -18.005 24.940 -0.066
H -1.309 -16.784 25.145 -0.198
H -1.169 -18.251 25.930 0.219
C 6.349 -20.855 19.126 -0.579
O 5.161 -20.163 19.559 -0.308
C 4.763 -19.177 18.801 0.902
O 5.233 -18.827 17.769 -0.600
O 3.699 -18.647 19.384 -0.239
C 3.281 -17.360 18.944 -0.698
H 6.224 -21.090 18.066 0.351
H 6.458 -21.775 19.684 0.227
H 7.207 -20.198 19.262 0.071
H 2.829 -16.800 19.747 0.140
H 2.587 -17.469 18.109 0.334
H 4.150 -16.843 18.543 0.291
C -1.489 -14.011 21.910 -0.606
O -2.342 -15.146 21.782 -0.324
C -1.888 -16.138 21.032 0.923
O -0.869 -16.192 20.410 -0.605
O -2.824 -17.101 21.069 -0.216
C -2.530 -18.309 20.375 -1.060
H -0.466 -14.357 22.112 0.193
H -1.764 -13.409 22.767 0.231
H -1.394 -13.420 20.999 0.360
H -3.449 -18.675 19.918 0.315
H -2.144 -19.058 21.070 0.381
H -1.803 -18.168 19.575 0.385
C -0.762 -13.731 25.672 0.105
O -1.830 -13.239 26.459 -0.396
C -2.620 -14.110 27.026 0.825
O -2.427 -15.285 26.972 -0.522
O -3.667 -13.513 27.545 -0.371
C -4.541 -14.325 28.342 -0.627
H -0.045 -14.273 26.296 0.356
H -0.279 -12.895 25.175 0.064
H -1.037 -14.440 24.881 -0.293
H -4.841 -15.242 27.847 0.259
H -5.388 -13.698 28.584 0.215
H -3.986 -14.588 29.244 0.317
```

* Kohn-Sham gap: 11.1 eV
* largest force on an atom: 2.830 eV/Å
* HOMO energy: -0.38894 hartree
* relative energy (zero: lowest compared OMol25 entry of this formula, charge and spin): 1.530 eV
* SMILES: COC(=O)OC.COC(=O)OC.COC(=O)OC.COC(=O)OC.COC(=O)OC.COC(=O)OC.COC(=O)OC.COC(=O)OC.COC(=O)OC
* molecular weight: 810.70 g/mol
* LUMO: 0.49 eV
* E: -3092.6730 hartree

Entry 2:
10 unconnected molecules or ions with the total composition C16H26Cl19FNO5 in a non-equilibrium geometry, computed with the ωB97M-V functional and the def2-TZVPD basis.

```
68
Properties=species:S:1:pos:R:3:nbo_charge:R:1
C -3.760 5.254 1.758 -0.721
C -2.266 4.975 1.750 0.805
O -1.544 5.672 2.426 -0.596
O -1.825 3.943 1.013 -0.520
C -0.581 4.183 0.326 -0.131
C -0.672 3.824 -1.175 0.373
F 0.428 4.438 -1.739 -0.354
N -1.867 4.331 -1.783 -0.619
C -2.029 5.763 -1.645 -0.359
C -2.732 6.391 -2.839 0.589
O -2.300 7.350 -3.397 -0.513
Cl -4.289 5.690 -3.382 -0.104
C -0.512 2.298 -1.429 0.738
O -1.471 1.693 -1.938 -0.742
O 0.566 1.745 -1.097 -0.788
H -4.290 4.355 2.070 0.232
H -4.154 5.573 0.789 0.232
H -3.943 6.069 2.445 0.227
H -0.260 5.222 0.386 0.194
H 0.200 3.600 0.774 0.229
H -2.655 3.878 -1.340 0.394
H -2.646 6.026 -0.780 0.205
H -1.102 6.311 -1.526 0.242
C 3.824 3.237 1.485 -0.418
Cl 3.386 4.771 2.273 -0.071
Cl 2.584 2.718 0.336 0.035
H 4.759 3.371 0.961 0.213
H 3.940 2.476 2.249 0.212
C 0.506 -1.124 -0.389 -0.391
Cl 1.411 -2.574 -0.882 -0.088
Cl 0.187 -1.113 1.352 -0.065
H 1.079 -0.238 -0.643 0.281
H -0.444 -1.111 -0.916 0.233
C -3.049 -2.826 -2.628 -0.400
Cl -1.900 -1.495 -2.567 0.038
Cl -2.328 -4.281 -3.340 -0.060
H -3.367 -3.059 -1.618 0.219
H -3.900 -2.530 -3.230 0.216
C -0.692 -7.194 -0.999 -0.393
Cl -0.970 -8.895 -0.582 -0.053
Cl -1.427 -6.103 0.170 -0.004
H 0.375 -7.012 -1.021 0.224
H -1.125 -7.000 -1.974 0.227
C -3.505 9.098 0.402 -0.396
Cl -1.886 8.717 0.986 -0.002
Cl -4.284 7.691 -0.337 -0.021
H -4.110 9.429 1.238 0.218
H -3.434 9.881 -0.344 0.223
C 7.884 2.822 2.033 -0.398
Cl 7.235 1.242 1.576 -0.019
Cl 7.003 4.145 1.265 -0.009
H 7.800 2.933 3.108 0.218
H 8.923 2.873 1.730 0.218
C 0.658 -12.065 -2.404 -0.396
Cl -0.097 -12.650 -3.892 -0.028
Cl 1.346 -13.391 -1.454 -0.037
H 1.452 -11.375 -2.664 0.226
H -0.094 -11.562 -1.807 0.236
C -2.321 -13.958 -0.646 -0.399
Cl -2.767 -12.248 -0.566 -0.024
Cl -3.305 -14.944 0.445 -0.029
H -2.469 -14.307 -1.661 0.223
H -1.280 -14.059 -0.364 0.228
C 5.737 0.643 5.221 -0.399
Cl 5.083 -0.930 4.759 -0.015
Cl 4.840 1.972 4.478 -0.016
H 5.676 0.743 6.298 0.218
H 6.770 0.698 4.897 0.215
```

* Kohn-Sham gap: 7.0 eV
* largest force on an atom: 1.820 eV/Å
* HOMO energy: -0.19609 hartree
* relative energy (zero: lowest compared OMol25 entry of this formula, charge and spin): 0.450 eV
* molecular weight: 1004.99 g/mol
* net charge: -1
* LUMO: 1.67 eV
* E: -9899.7981 hartree

Entry 3:
C10H15NO in the gas phase in a non-equilibrium geometry, computed with the ωB97M-V functional and the def2-TZVPD basis.

```
27
Properties=species:S:1:pos:R:3:nbo_charge:R:1
C 2.855 -1.674 0.264 -0.650
C 1.484 -1.047 -0.082 0.022
C 0.367 -1.934 0.014 -0.260
C -0.911 -1.480 -0.170 0.288
O -1.931 -2.465 -0.119 -0.703
C -1.140 -0.091 -0.207 -0.125
C -2.607 0.319 -0.448 -0.243
N -3.481 0.225 0.742 -0.811
C -0.059 0.787 -0.147 0.090
C -0.383 2.265 -0.063 -0.655
C 1.254 0.368 -0.033 -0.076
C 2.375 1.364 -0.021 -0.643
H 2.858 -2.811 -0.010 0.223
H 3.716 -1.268 -0.393 0.216
H 3.114 -1.434 1.374 0.228
H 0.617 -3.031 0.087 0.221
H -2.634 -2.366 -1.083 0.475
H -3.101 -0.179 -1.283 0.187
H -2.698 1.314 -0.740 0.197
H -3.040 0.802 1.484 0.346
H -3.385 -0.718 1.049 0.356
H 0.227 2.778 0.708 0.217
H -0.110 2.716 -0.990 0.216
H -1.418 2.520 0.107 0.216
H 2.377 1.931 0.926 0.219
H 2.218 2.138 -0.805 0.220
H 3.437 0.971 -0.161 0.228
```

* Kohn-Sham gap: 9.0 eV
* largest force on an atom: 5.639 eV/Å
* HOMO energy: -0.31082 hartree
* relative energy (zero: lowest compared OMol25 entry of this formula, charge and spin): 2.248 eV
* SMILES: Cc1cc(O)c(CN)c(C)c1C
* molecular weight: 165.24 g/mol
* LUMO: 0.54 eV
* E: -519.9783 hartree

Entry 4:
C7H10 in the gas phase in a non-equilibrium geometry, computed with the ωB97M-V functional and the def2-TZVPD basis.

```
17
Properties=species:S:1:pos:R:3:nbo_charge:R:1
C -2.612 0.881 -0.501 -0.375
C -1.455 1.289 -0.047 -0.216
C -0.286 0.554 -0.073 -0.084
C -0.327 -0.852 -0.767 -0.213
C 0.007 -2.066 -0.317 -0.379
C 0.865 0.985 0.557 -0.135
C 2.121 0.237 0.755 -0.664
H -3.490 1.520 -0.303 0.206
H -2.636 0.019 -1.131 0.198
H -1.471 2.217 0.623 0.204
H -0.690 -0.936 -1.806 0.199
H 0.389 -2.188 0.717 0.189
H -0.164 -2.989 -0.867 0.205
H 0.658 1.928 1.137 0.198
H 2.963 0.860 0.904 0.221
H 2.364 -0.403 -0.057 0.229
H 2.284 -0.534 1.671 0.217
```

* Kohn-Sham gap: 9.1 eV
* largest force on an atom: 5.857 eV/Å
* HOMO energy: -0.30786 hartree
* relative energy (zero: lowest compared OMol25 entry of this formula, charge and spin): 2.618 eV
* SMILES: C=CC(C=C)=CC
* molecular weight: 94.16 g/mol
* LUMO: 0.76 eV
* E: -272.6218 hartree

Entry 5:
2 unconnected molecules or ions with the total composition C4H12 in a non-equilibrium geometry, computed with the ωB97M-V functional and the def2-TZVPD basis.

```
16
Properties=species:S:1:pos:R:3:nbo_charge:R:1
C -0.485 -1.693 1.113 -0.618
C 0.819 -1.961 1.922 -0.611
H -1.249 -1.315 1.777 0.208
H -0.250 -1.108 0.229 0.209
H -0.824 -2.650 0.698 0.202
H 1.073 -3.019 1.951 0.203
H 0.738 -1.582 2.932 0.204
H 1.652 -1.482 1.417 0.202
C 0.271 1.270 -1.285 -0.620
C -0.582 2.429 -1.826 -0.604
H 0.096 1.197 -0.197 0.199
H -0.175 0.351 -1.654 0.208
H 1.349 1.417 -1.258 0.213
H -0.445 3.364 -1.261 0.201
H -1.626 2.166 -1.678 0.203
H -0.363 2.614 -2.879 0.202
```

* Kohn-Sham gap: 12.7 eV
* largest force on an atom: 2.159 eV/Å
* HOMO energy: -0.42402 hartree
* relative energy (zero: lowest compared OMol25 entry of this formula, charge and spin): 0.456 eV
* SMILES: CC.CC
* molecular weight: 60.14 g/mol
* LUMO: 1.15 eV
* E: -159.5682 hartree